The following is a DFT calculation (ωB97M-V/def2-TZVPD) of a structure of composition C5H8O.

Values from the calculation:
HOMO = -10.056 eV
energy relative to the best compared isomer or geometry (same formula, charge and spin) = 4.6242 eV
max |F| = 0.01399 Eh/bohr
molecular weight = 84.12 u

Each line ends with the Löwdin charge.
Atoms and positions in Å:
1 C 0.119 -0.606 -1.302  -0.064
2 C 0.075 0.064 0.065  -0.594
3 C -1.051 1.066 0.236  -0.051
4 O 1.272 0.794 0.259  -0.044
5 C -0.612 -1.402 1.037  0.021
6 C 0.434 -1.031 1.619  0.004
7 H 0.905 -1.369 -1.330  0.091
8 H -0.828 -1.088 -1.550  0.087
9 H 0.350 0.166 -2.047  0.093
10 H -1.042 1.481 1.248  0.093
11 H -2.021 0.601 0.049  0.088
12 H -0.889 1.885 -0.475  0.092
13 H 2.007 0.243 -0.046  0.106
14 H 1.281 -0.806 2.237  0.078

The following is a DFT calculation (ωB97M-V/def2-TZVPD) of a cluster of 2 separate species, CH4IP in total at a distorted geometry.

Values from the calculation:
HOMO = -8.798 eV
energy relative to the best compared isomer or geometry (same formula, charge and spin) = 1.9603 eV
max |F| = 0.07269 Eh/bohr
molecular weight = 173.92 u

Each line ends with the Löwdin charge.
Atoms and positions in Å:
1 C -0.697 0.305 -0.440  -0.481
2 P 0.553 -0.966 0.084  0.277
3 I 2.467 0.513 0.362  0.224
4 H -1.621 -0.092 -0.419  -0.024
5 H -0.568 0.508 -1.488  0.033
6 H -0.646 1.234 -0.040  -0.023
7 H 0.511 -1.503 1.942  -0.005

The following is a DFT calculation (ωB97M-V/def2-TZVPD) of a cluster of 2 separate species, C7H17P in total at a distorted geometry.

Values from the calculation:
HOMO (spin up / spin down) = -7.209 / -7.208 eV
energy relative to the best compared isomer or geometry (same formula, charge and spin) = 4.3530 eV
max |F| = 0.07080 Eh/bohr
molecular weight = 132.19 u

Each line ends with the Löwdin charge.
Atoms and positions in Å:
1 C 1.592 1.678 0.000  -0.270
2 C -0.959 1.479 -1.824  -0.163
3 C 1.765 -1.518 -0.681  -0.133
4 C -0.631 -1.770 -0.411  -0.148
5 C -0.878 0.148 2.845  -0.066
6 C -1.145 1.154 -0.402  -0.391
7 C 0.585 -1.126 0.270  -0.548
8 P 0.370 0.658 0.547  0.931
9 H 1.687 2.690 0.284  -0.030
10 H 2.683 1.297 0.077  0.024
11 H -1.584 2.308 -2.242  0.090
12 H 0.090 1.697 -2.049  0.061
13 H -1.240 0.748 -2.537  0.050
14 H 1.924 -2.612 -0.837  0.084
15 H 1.490 -1.073 -1.661  0.080
16 H 2.724 -1.058 -0.429  0.054
17 H -1.434 -1.837 0.332  0.067
18 H -0.428 -2.802 -0.823  0.098
19 H -0.958 -1.099 -1.247  0.064
20 H -1.440 1.086 2.874  -0.034
21 H -1.406 -0.754 2.700  -0.051
22 H -0.277 0.104 3.776  -0.014
23 H -1.811 0.384 -0.072  0.053
24 H -1.380 1.962 0.271  0.068
25 H 0.660 -1.742 1.241  0.123

The following is a DFT calculation (ωB97M-V/def2-TZVPD) of a cluster of 2 separate species, C5H10O2 in total at a distorted geometry.

Values from the calculation:
SMILES = C=C/C=C(/C)O.O
HOMO = -7.696 eV
energy relative to the best compared isomer or geometry (same formula, charge and spin) = 3.0546 eV
max |F| = 0.05559 Eh/bohr
molecular weight = 102.13 u

Each line ends with the Löwdin charge.
Atoms and positions in Å:
1 C 1.343 2.178 -0.685  -0.025
2 C 1.698 0.920 -0.966  -0.200
3 C 0.843 -0.174 -1.421  -0.091
4 C -0.464 0.022 -1.800  -0.388
5 O -0.895 1.073 -2.520  0.063
6 C -1.463 -1.042 -1.459  -0.020
7 H 2.063 2.934 -0.422  0.046
8 H 0.277 2.353 -0.563  0.063
9 H 2.745 0.638 -0.877  0.091
10 H 1.250 -1.167 -1.386  0.094
11 H -0.127 1.669 -2.608  0.110
12 H -2.393 -0.677 -1.036  0.090
13 H -0.879 -1.804 -0.964  0.076
14 H -1.778 -1.465 -2.433  0.091
15 H -1.309 -2.281 5.985  0.035
16 H -0.310 -1.143 6.573  0.009
17 O -0.601 -2.032 6.582  -0.045

The following is a DFT calculation (ωB97M-V/def2-TZVPD) of a structure of composition C10H13IrN2O6 at a distorted geometry.

Values from the calculation:
HOMO (spin up / spin down) = -14.064 / -16.607 eV
energy relative to the best compared isomer or geometry (same formula, charge and spin) = 2.0081 eV
net charge = +2
2S+1 = 5
max |F| = 0.15049 Eh/bohr
molecular weight = 449.44 u

Each line ends with the Löwdin charge.
Atoms and positions in Å:
1 O -1.040 -5.911 -1.833  0.112
2 C -0.651 -4.858 -2.085  0.022
3 Ir 1.067 -0.255 -3.014  1.234
4 O 1.121 -1.432 -0.175  0.122
5 C 1.095 -0.978 -1.245  -0.328
6 C 2.770 -0.570 -3.850  -0.242
7 O 3.798 -0.755 -4.359  0.195
8 C 0.901 1.674 -2.942  -0.255
9 O 0.826 2.830 -2.949  0.189
10 C -0.332 -0.994 -4.097  -0.271
11 O -1.175 -1.447 -4.755  0.174
12 H -0.036 -3.218 -2.430  0.034
13 C -2.433 0.193 0.250  0.017
14 N -1.470 0.377 1.308  -0.033
15 C -1.956 0.240 2.668  0.007
16 C -0.364 1.121 0.949  -0.470
17 O -0.270 1.591 -0.198  0.028
18 N 0.642 1.314 1.877  -0.012
19 C 0.961 0.363 2.926  0.011
20 C 1.718 2.163 1.424  0.026
21 H -3.272 -0.385 0.644  0.114
22 H -1.966 -0.351 -0.579  0.104
23 H -2.797 1.157 -0.135  0.138
24 H -1.527 -0.644 3.161  0.116
25 H -1.727 1.130 3.269  0.122
26 H -3.042 0.106 2.624  0.116
27 H 0.801 -0.674 2.598  0.118
28 H 2.016 0.496 3.186  0.118
29 H 0.365 0.555 3.827  0.116
30 H 2.271 1.710 0.587  0.131
31 H 1.307 3.119 1.084  0.129
32 H 2.397 2.332 2.263  0.118